Entry from the OMol25 dataset: one molecule with the formula C3H10N2O (ωB97M-V with the def2-TZVPD basis set).

The geometry in XYZ format:
```
16
Properties=species:S:1:pos:R:3
C 0.02 0.34 -0.36
N -0.21 -0.99 0.21
C -1.54 -1.53 0.02
O -1.49 -2.93 0.01
C 1.14 1.03 0.35
N 1.56 2.20 -0.41
H 0.27 0.24 -1.41
H -0.87 0.97 -0.29
H 0.04 -1.07 1.18
H -1.93 -1.15 -0.92
H -2.20 -1.17 0.79
H -0.57 -3.15 -0.25
H 2.01 0.37 0.39
H 0.82 1.25 1.37
H 0.81 2.75 -0.80
H 2.13 2.84 0.11
```

Its SMILES is NCCNCO. As for the LUMO energy: 1.02 eV. The calculation puts the calculated total energy at -8300.2704 eV. Its HOMO energy is -9.14 eV. The frontier orbital gap comes out at 0.37340 Ha. The energy relative to the best compared isomer or geometry (same formula, charge and spin) comes out at 119.0 kJ/mol. The calculation puts the molar mass at 90.13 g/mol. The largest force on an atom comes out at 0.64 eV Å⁻¹.

=====

Entry from the OMol25 dataset: C27H35BeClN4P2 as an isolated structure at a distorted geometry (ωB97M-V with the def2-TZVPD basis set).

The geometry in XYZ format:
```
70
Properties=species:S:1:pos:R:3
Be 0.06 0.31 -1.81
C -1.72 1.28 -6.47
C -1.70 -0.05 -6.35
C -0.85 -0.96 -7.19
C 0.58 -0.44 -7.47
C 1.29 0.24 -6.33
C 1.11 1.49 -5.87
C 0.44 2.56 -6.68
C -0.84 2.09 -7.38
C 0.17 1.49 -0.51
H -2.51 1.87 -6.00
H -2.49 -0.57 -5.79
H -1.32 -1.11 -8.18
H -0.81 -1.98 -6.75
H 1.22 -1.28 -7.77
H 0.54 0.21 -8.36
H 2.18 -0.34 -6.00
H 1.64 1.80 -4.96
H 1.13 2.94 -7.47
H 0.20 3.40 -6.02
H -1.41 2.97 -7.71
H -0.60 1.56 -8.30
H -0.73 1.39 0.12
H 0.33 2.57 -0.71
H 1.03 1.17 0.11
P 1.81 -0.54 -2.61
P -1.70 -0.63 -2.49
N 2.98 0.67 -3.10
N 2.94 -1.69 -1.98
N -2.65 0.75 -2.94
N -3.00 -1.62 -1.89
C 0.81 -1.39 -3.87
C -0.75 -1.62 -3.72
C 2.88 2.01 -2.67
C 3.82 2.77 -3.34
C 4.51 1.89 -4.24
C 3.99 0.62 -4.07
C 3.86 -1.41 -0.94
C 4.61 -2.56 -0.70
C 4.15 -3.57 -1.60
C 3.14 -3.02 -2.37
C -2.45 2.05 -2.45
C -3.17 2.94 -3.24
C -3.89 2.16 -4.21
C -3.57 0.83 -3.98
C -4.06 -2.13 -2.67
C -4.92 -2.84 -1.83
C -4.39 -2.76 -0.50
C -3.23 -1.99 -0.56
H 1.31 -2.34 -4.11
H 0.92 -0.73 -4.74
H -1.18 -1.44 -4.71
H -0.92 -2.69 -3.52
H 2.20 2.27 -1.86
H 3.98 3.83 -3.20
H 5.30 2.19 -4.93
H 4.28 -0.31 -4.50
H 3.87 -0.44 -0.47
H 5.40 -2.66 0.04
H 4.53 -4.58 -1.68
H 2.54 -3.44 -3.16
H -1.89 2.23 -1.55
H -3.16 4.02 -3.17
H -4.50 2.54 -5.02
H -3.96 -0.06 -4.44
H -4.09 -1.96 -3.73
H -5.84 -3.33 -2.12
H -4.81 -3.23 0.38
H -2.55 -1.70 0.21
Cl 0.00 -1.57 -0.56
```

As for the LUMO energy: 0.06 eV. The calculation puts the calculated total energy at -66026.0871 eV. Its HOMO energy is -8.32 eV. The frontier orbital gap comes out at 0.30797 Ha. The energy relative to the best compared isomer or geometry (same formula, charge and spin) comes out at 267.7 kJ/mol. The calculation puts the molar mass at 522.02 g/mol. The largest force on an atom comes out at 3.38 eV Å⁻¹.

=====

Entry from the OMol25 dataset: a 2-piece molecular cluster, C4H5FO overall at a distorted geometry (ωB97M-V with the def2-TZVPD basis set).

The geometry in XYZ format:
```
11
Properties=species:S:1:pos:R:3
C 2.04 0.72 1.18
C -0.48 -0.98 -0.44
C -1.06 0.24 -1.13
C -0.58 0.24 0.29
O 2.08 0.43 2.29
F -1.48 0.29 1.32
H 2.67 1.31 0.53
H -1.20 -1.64 -0.04
H 0.47 -1.25 -0.70
H -0.39 0.65 -1.85
H -2.08 -0.01 -1.45
```

As for the LUMO energy (alpha / beta): -0.16 / 0.43 eV. The calculation puts the calculated total energy at -8988.1583 eV. Its HOMO energy (alpha / beta) is -7.99 / -8.66 eV. The frontier orbital gap (alpha / beta) comes out at 0.28790 / 0.33384 Ha. The energy relative to the best compared isomer or geometry (same formula, charge and spin) comes out at 470.0 kJ/mol. The calculation puts the molar mass at 88.08 g/mol. The largest force on an atom comes out at 2.95 eV Å⁻¹.

=====

Entry from the OMol25 dataset: one molecule with the formula CH4IPS at a distorted geometry (ωB97M-V with the def2-TZVPD basis set).

The geometry in XYZ format:
```
8
Properties=species:S:1:pos:R:3
C 0.69 1.02 0.10
P -0.53 -0.19 -0.82
S 0.18 -1.82 0.20
I -2.74 0.40 0.07
H 0.49 1.94 -0.37
H 1.69 0.50 -0.04
H 0.74 0.90 1.23
H -0.51 -2.75 -0.38
```

Its SMILES is CP(S)I. As for the LUMO energy: 0.10 eV. The calculation puts the calculated total energy at -29326.8315 eV. Its HOMO energy is -8.78 eV. The frontier orbital gap comes out at 0.32627 Ha. The energy relative to the best compared isomer or geometry (same formula, charge and spin) comes out at 39.1 kJ/mol. The calculation puts the molar mass at 205.99 g/mol. The largest force on an atom comes out at 4.09 eV Å⁻¹.

=====

Entry from the OMol25 dataset: a 7-piece molecular cluster, C33H79BN9O3 overall at a distorted geometry (ωB97M-V with the def2-TZVPD basis set).

The geometry in XYZ format:
```
125
Properties=species:S:1:pos:R:3
B -0.37 0.63 0.07
H 0.57 0.28 -0.60
H -1.14 1.20 -0.66
H -0.96 -0.32 0.54
H -0.02 1.32 0.99
C -1.26 -0.10 4.56
C -0.31 -1.05 3.83
N -0.29 -2.39 4.44
C 0.45 -2.74 5.55
C 0.29 -4.08 5.69
N -0.67 -4.48 4.80
C -1.02 -3.43 4.06
C -1.04 -5.85 4.51
H -2.28 -0.47 4.55
H -1.13 0.87 4.07
H -0.93 0.06 5.59
H 0.72 -0.70 3.81
H -0.67 -1.19 2.81
H 1.14 -2.05 5.99
H 0.85 -4.75 6.32
H -1.66 -3.43 3.19
H -2.02 -6.13 4.89
H -0.39 -6.59 4.98
H -1.05 -6.02 3.44
C 1.11 3.36 -4.47
C 2.18 3.12 -3.42
N 3.10 2.03 -3.74
C 3.66 1.18 -2.81
C 4.55 0.40 -3.46
N 4.53 0.79 -4.79
C 3.61 1.74 -4.92
C 5.24 0.17 -5.91
H 1.52 3.63 -5.44
H 0.47 4.17 -4.12
H 0.50 2.48 -4.66
H 1.69 2.92 -2.47
H 2.78 4.02 -3.27
H 3.37 1.21 -1.77
H 5.25 -0.36 -3.17
H 3.33 2.18 -5.87
H 4.69 0.39 -6.82
H 5.31 -0.91 -5.79
H 6.22 0.62 -6.07
C -2.81 5.80 2.42
C -1.58 6.67 2.61
N -0.34 5.91 2.83
C 0.20 4.95 2.02
C 1.27 4.44 2.66
N 1.35 5.07 3.88
C 0.38 5.96 3.95
C 2.29 4.78 4.98
H -2.84 5.26 1.48
H -3.68 6.45 2.41
H -3.00 5.11 3.25
H -1.69 7.32 3.48
H -1.46 7.26 1.71
H -0.35 4.61 1.16
H 1.85 3.56 2.43
H 0.15 6.61 4.78
H 1.79 5.03 5.91
H 3.19 5.36 4.83
H 2.50 3.71 4.98
C 2.44 -5.08 -0.25
N 2.57 -4.80 1.22
C 1.28 -5.22 1.88
C 3.65 -5.67 1.81
C 2.87 -3.33 1.44
C 2.19 -2.33 0.51
O 0.78 -2.37 0.56
H 1.60 -4.50 -0.63
H 2.17 -6.13 -0.34
H 3.40 -4.90 -0.72
H 1.10 -6.27 1.69
H 0.51 -4.60 1.41
H 1.39 -4.99 2.94
H 3.28 -6.64 2.12
H 4.06 -5.14 2.67
H 4.47 -5.73 1.10
H 3.94 -3.20 1.26
H 2.59 -3.11 2.46
H 2.57 -2.43 -0.51
H 2.56 -1.36 0.87
H 0.42 -1.47 0.43
C 1.40 -1.01 -4.80
N 0.24 -1.95 -4.86
C 0.31 -2.55 -6.25
C 0.39 -3.05 -3.89
C -1.04 -1.16 -4.79
C -1.20 -0.25 -3.57
O -1.15 -0.99 -2.39
H 1.23 -0.18 -5.48
H 2.29 -1.56 -5.09
H 1.58 -0.61 -3.80
H 1.24 -3.09 -6.33
H 0.27 -1.77 -7.01
H -0.53 -3.23 -6.36
H -0.25 -3.87 -4.20
H 0.32 -2.76 -2.85
H 1.40 -3.44 -4.07
H -1.92 -1.79 -4.71
H -1.07 -0.56 -5.70
H -2.20 0.20 -3.63
H -0.56 0.65 -3.58
H -0.92 -0.51 -1.56
C -3.94 1.68 -1.16
N -4.49 2.28 0.08
C -3.39 2.42 1.09
C -5.02 3.65 -0.25
C -5.67 1.44 0.54
C -5.38 0.04 1.01
O -4.60 0.04 2.19
H -4.75 1.67 -1.91
H -3.58 0.67 -1.02
H -3.21 2.37 -1.58
H -2.66 3.13 0.71
H -2.92 1.46 1.22
H -3.84 2.80 2.01
H -4.17 4.24 -0.61
H -5.40 4.08 0.67
H -5.79 3.59 -1.01
H -6.36 1.37 -0.29
H -6.18 2.02 1.32
H -4.89 -0.54 0.23
H -6.37 -0.40 1.21
H -4.21 -0.83 2.31
```

As for the LUMO energy: -9.65 eV. The calculation puts the calculated total energy at -55683.1444 eV. As for the net charge: +5. Its HOMO energy is -20.12 eV. The frontier orbital gap comes out at 0.38468 Ha. The energy relative to the best compared isomer or geometry (same formula, charge and spin) comes out at 23.7 kJ/mol. The calculation puts the molar mass at 660.87 g/mol. The largest force on an atom comes out at 1.45 eV Å⁻¹.

=====

Entry from the OMol25 dataset: C70H63NO20SSi2 as an isolated structure at a distorted geometry (ωB97M-V with the def2-TZVPD basis set).

The geometry in XYZ format:
```
157
Properties=species:S:1:pos:R:3
C -4.08 -4.57 1.23
C -5.15 -4.38 0.05
C -5.79 -2.94 0.04
C -5.06 -1.90 -0.89
C -5.69 -0.46 -0.54
Si -5.24 -2.30 -2.76
S -7.32 -2.95 -2.96
N -4.89 -0.78 -3.62
C -5.12 -0.80 -4.89
C -5.36 -2.05 -5.80
C -5.10 0.61 -5.60
O -4.28 -3.63 -3.25
Si -2.63 -3.40 -2.89
C -1.67 -2.32 -4.13
C -0.40 -1.76 -3.40
O 0.63 -2.38 -3.30
C -0.55 -0.30 -2.85
C 0.34 0.80 -3.25
C 0.13 2.15 -2.75
C -0.96 2.45 -1.82
C -1.82 1.36 -1.39
C -1.61 0.01 -1.90
H -3.41 -3.68 1.31
H -4.62 -4.83 2.17
H -3.44 -5.44 0.93
H -5.96 -5.14 0.22
H -4.63 -4.67 -0.89
H -5.71 -2.55 1.09
H -6.90 -3.03 -0.16
H -3.99 -1.84 -0.57
H -6.63 -0.65 0.03
H -4.97 0.06 0.15
H -5.86 0.17 -1.44
H -7.85 -2.34 -4.06
H -6.37 -2.51 -5.68
H -4.54 -2.81 -5.73
H -5.32 -1.68 -6.86
H -4.81 0.41 -6.68
H -6.10 1.11 -5.61
H -4.27 1.24 -5.18
H -2.39 -2.83 -1.55
H -2.00 -4.74 -2.88
H -2.25 -1.47 -4.56
H -1.32 -2.98 -4.97
H 1.17 0.62 -3.96
H 0.80 2.98 -3.07
H -1.14 3.48 -1.45
H -2.66 1.54 -0.69
H -2.30 -0.77 -1.53
C -8.17 -0.03 4.34
C -8.89 0.95 4.89
C -9.39 2.08 4.08
O -10.04 2.98 4.57
C -9.08 2.08 2.63
C -8.36 1.10 2.08
C -7.85 -0.03 2.90
O -7.20 -0.93 2.40
H -7.79 -0.86 4.92
H -9.13 0.97 5.94
H -9.46 2.91 2.05
H -8.12 1.08 1.02
C -5.34 4.53 0.70
C -4.81 5.59 1.32
C -4.13 5.45 2.63
O -3.65 6.41 3.19
C -4.07 4.10 3.23
C -4.60 3.05 2.61
C -5.27 3.18 1.30
O -5.75 2.22 0.74
H -5.84 4.61 -0.25
H -4.84 6.58 0.89
H -3.57 4.02 4.19
H -4.56 2.05 3.04
C -3.56 2.00 6.70
C -2.24 1.89 6.85
C -1.54 0.63 6.51
O -0.34 0.53 6.65
C -2.35 -0.49 6.00
C -3.67 -0.38 5.85
C -4.38 0.88 6.19
O -5.58 0.98 6.05
H -4.09 2.91 6.95
H -1.63 2.70 7.22
H -1.82 -1.41 5.76
H -4.28 -1.19 5.48
C 2.54 1.77 -0.39
C 3.34 0.94 0.27
C 4.76 1.28 0.52
O 5.50 0.51 1.11
C 5.25 2.58 0.01
C 4.45 3.41 -0.64
C 3.03 3.07 -0.89
O 2.29 3.84 -1.49
H 1.50 1.54 -0.58
H 3.00 -0.02 0.64
H 6.29 2.81 0.21
H 4.79 4.37 -1.02
C 1.35 -6.77 -4.17
C 0.86 -6.15 -3.09
C 0.42 -6.91 -1.90
O -0.03 -6.34 -0.92
C 0.53 -8.38 -1.95
C 1.01 -9.01 -3.02
C 1.45 -8.25 -4.22
O 1.90 -8.82 -5.20
H 1.68 -6.23 -5.05
H 0.78 -5.07 -3.04
H 0.19 -8.92 -1.07
H 1.09 -10.08 -3.08
C 8.80 1.18 6.19
C 8.21 2.32 5.82
C 7.61 2.47 4.48
O 7.08 3.51 4.14
C 7.69 1.31 3.56
C 8.28 0.18 3.93
C 8.88 0.02 5.27
O 9.41 -1.02 5.61
H 9.24 1.05 7.17
H 8.14 3.17 6.48
H 7.25 1.44 2.58
H 8.35 -0.68 3.26
C 5.15 -4.80 -8.84
C 4.03 -5.24 -8.25
C 3.87 -5.20 -6.78
O 2.86 -5.61 -6.25
C 4.99 -4.64 -5.99
C 6.10 -4.20 -6.57
C 6.26 -4.24 -8.04
O 7.28 -3.84 -8.57
H 5.28 -4.82 -9.91
H 3.21 -5.65 -8.82
H 4.85 -4.62 -4.91
H 6.93 -3.79 -6.00
C 1.06 7.45 -0.21
C 0.47 6.26 -0.27
C -0.75 5.97 0.53
O -1.29 4.88 0.48
C -1.28 7.05 1.39
C -0.68 8.24 1.45
C 0.53 8.53 0.66
O 1.07 9.62 0.71
H 1.95 7.68 -0.78
H 0.84 5.46 -0.89
H -2.17 6.82 1.96
H -1.06 9.04 2.07
C 14.37 2.24 2.95
C 13.35 2.35 2.10
C 12.08 1.64 2.32
O 11.15 1.74 1.54
C 11.97 0.81 3.54
C 12.98 0.70 4.40
C 14.26 1.41 4.17
O 15.18 1.31 4.95
H 15.31 2.75 2.80
H 13.42 2.96 1.20
H 11.03 0.30 3.69
H 12.92 0.09 5.30
```

As for the LUMO energy: -1.90 eV. The calculation puts the calculated total energy at -142634.0580 eV. Its HOMO energy is -9.24 eV. The frontier orbital gap comes out at 0.27002 Ha. The calculation puts the molar mass at 1326.50 g/mol. The largest force on an atom comes out at 2.22 eV Å⁻¹.

=====

Entry from the OMol25 dataset: one molecule with the formula C4H9NOS2 at a distorted geometry (ωB97M-V with the def2-TZVPD basis set).

The geometry in XYZ format:
```
17
Properties=species:S:1:pos:R:3
C 0.26 0.53 -0.55
C 1.24 -0.07 0.44
C -0.26 -0.09 0.70
C -1.02 -1.37 0.55
H -0.58 2.26 -1.12
H 1.04 2.25 -1.04
H 0.09 -0.05 -1.46
H 1.73 0.65 1.08
H 2.90 -0.96 -0.95
H -0.66 1.64 1.37
H -0.49 -2.02 -0.06
H -1.15 -1.84 1.52
H -2.15 -1.05 -1.48
N 0.24 1.97 -0.54
O -0.77 0.75 1.70
S 2.23 -1.52 0.08
S -2.65 -1.09 -0.23
```

Its SMILES is N[C@H]1[C@H](S)[C@]1(O)CS. As for the LUMO energy: 0.57 eV. The calculation puts the calculated total energy at -29500.9139 eV. Its HOMO energy is -8.95 eV. The frontier orbital gap comes out at 0.34965 Ha. The energy relative to the best compared isomer or geometry (same formula, charge and spin) comes out at 151.4 kJ/mol. The calculation puts the molar mass at 151.26 g/mol. The largest force on an atom comes out at 2.64 eV Å⁻¹.

=====

Entry from the OMol25 dataset: an isolated ion of composition C5H15N2O and charge +1 at a distorted geometry (ωB97M-V with the def2-TZVPD basis set).

The geometry in XYZ format:
```
23
Properties=species:S:1:pos:R:3
C -2.21 -1.53 0.13
C 0.73 2.15 0.88
C -0.03 1.55 -1.34
C -0.73 -1.32 -0.29
C 0.08 -0.20 0.41
N 2.22 -1.63 0.26
N -0.17 1.26 0.07
O 1.67 -0.41 -0.10
H -2.22 -1.30 1.24
H -2.39 -2.59 0.01
H -2.96 -1.09 -0.51
H 1.70 1.70 0.68
H 0.38 3.19 0.69
H 0.48 1.84 1.91
H 0.87 0.93 -1.49
H -0.91 1.11 -1.91
H 0.01 2.58 -1.51
H -0.55 -1.35 -1.36
H -0.16 -2.28 0.04
H -0.01 -0.52 1.53
H 2.44 -2.11 -0.53
H 2.94 -1.49 0.87
H -1.16 1.53 0.32
```

Its SMILES is CC[C@@H](ON)[NH+](C)C. As for the LUMO energy: -3.09 eV. The calculation puts the calculated total energy at -10445.6404 eV. As for the net charge: +1. Its HOMO energy is -13.28 eV. The frontier orbital gap comes out at 0.37465 Ha. The energy relative to the best compared isomer or geometry (same formula, charge and spin) comes out at 474.8 kJ/mol. The calculation puts the molar mass at 119.19 g/mol. The largest force on an atom comes out at 4.16 eV Å⁻¹.